The following is a DFT calculation (ωB97M-V with the def2-TZVPD basis set) of a structure of composition C43H42BrCrN6O2P2S3.

Values from the calculation:
DFT total energy, Ha: -7638.56792
Expectation value of S²: 3.832
HOMO (alpha / beta), eV: -6.190 / -6.193
Frontier orbital gap (alpha / beta), eV: 4.2 / 5.6

```
! RIJCOSX wB97M-V def2-TZVPD def2/J DEFGRID3
* xyz 0 4
Cr 0.35665 -0.19417 -0.28139
C 0.31392 0.55688 3.19921
P 1.38538 -0.77862 2.49470
C 1.63600 -1.81972 3.99415
C 0.78902 -1.82171 5.10029
C 1.09126 -2.59920 6.20732
C 2.23528 -3.38620 6.21753
C 3.08302 -3.39032 5.12051
C 2.78479 -2.61185 4.01145
C 0.16863 -1.87444 1.64570
C -1.14357 -2.12671 2.07274
C -1.86568 -3.16831 1.52027
C -1.28976 -3.98923 0.55111
C 0.01355 -3.77048 0.13910
C 0.73802 -2.70946 0.66599
C 0.32850 1.68790 2.22945
C 0.34817 3.04024 2.46756
C 0.24438 3.68097 1.20472
C 0.17945 2.68673 0.26355
C -0.17813 2.76348 -1.18347
P -1.17917 1.24527 -1.45285
C -1.95726 1.59252 -3.06790
C -1.42074 1.03017 -4.22147
C -1.97103 1.32528 -5.45970
C -3.04685 2.19321 -5.55545
C -3.57544 2.76534 -4.40581
C -3.03805 2.46503 -3.16589
C -2.51261 1.41191 -0.21226
C -2.93965 0.23616 0.40434
C -3.89773 0.26142 1.40406
C -4.41558 1.47591 1.82731
C -3.96292 2.65415 1.25265
C -3.02437 2.62720 0.23316
N 0.24385 1.44930 0.87845
H 0.73622 0.86477 4.15629
H -0.71719 0.23147 3.36678
H -0.10598 -1.21197 5.10850
H 0.42733 -2.59598 7.06265
H 2.45983 -3.99980 7.08042
H 3.97444 -4.00405 5.12719
H 3.44125 -2.61036 3.14598
H -1.58465 -1.52923 2.86090
H -2.87489 -3.36342 1.86367
H -1.85587 -4.81590 0.14229
H 0.47470 -4.41834 -0.59080
H 1.78961 -2.59802 0.39593
H 0.40892 3.51777 3.43252
H 0.24103 4.74368 1.01801
H 0.68514 2.70982 -1.85475
H -0.74189 3.66765 -1.41375
H -0.57763 0.35517 -4.15712
H -1.55526 0.87189 -6.34977
H -3.47279 2.42744 -6.52242
H -4.41270 3.44777 -4.47457
H -3.46551 2.90956 -2.27695
H -2.50096 -0.70970 0.11207
H -4.23140 -0.66389 1.85653
H -5.15272 1.50420 2.61886
H -4.33552 3.60471 1.61130
H -2.66543 3.56070 -0.18026
Br 3.16831 -3.05834 -1.93743
S 4.19416 -1.00340 0.67955
C 4.79759 0.30964 1.52521
N 4.47942 0.54410 2.81483
C 4.97272 1.66519 3.59462
C 5.28940 2.82641 2.66538
C 6.23392 2.33123 1.58003
N 5.63391 1.18382 0.92232
H 3.81300 -0.08836 3.21565
H 5.87666 1.37368 4.14232
H 4.21114 1.94890 4.32194
H 5.74386 3.64364 3.22461
H 4.36291 3.18161 2.20844
H 7.20160 2.06354 2.02137
H 6.40754 3.11022 0.83703
H 5.92351 0.92473 -0.00490
N -5.83226 -1.03973 -4.19080
C -4.50777 -1.34520 -3.96118
C -3.67790 -1.73459 -5.01912
C -2.36436 -2.09123 -4.78744
C -1.86402 -2.07043 -3.49592
C -2.68559 -1.73255 -2.43474
C -3.99229 -1.35024 -2.65955
S -0.17941 -2.54890 -3.20194
O -0.26178 -3.83985 -2.59568
O 0.52489 -2.39756 -4.44644
N 0.36984 -1.42222 -2.12472
C 1.40786 -0.64573 -2.48613
S 2.17734 -0.42708 -4.02229
C 3.11794 0.86472 -3.31073
C 2.79697 1.06327 -2.01944
N 1.80392 0.22752 -1.56555
H -6.10997 -0.84995 -5.13657
H -6.33845 -0.55124 -3.47463
H -4.08189 -1.75866 -6.02443
H -1.70653 -2.39247 -5.59268
H -2.28160 -1.81128 -1.43414
H -4.63655 -1.06487 -1.83518
H 3.86720 1.37713 -3.88879
H 3.23534 1.77984 -1.34154
*
```



The following is a DFT calculation (ωB97M-V with the def2-TZVPD basis set) of a structure of composition C12H33LiN4O6.

Values from the calculation:
DFT total energy, Ha: -1154.58568
Expectation value of S²: 0.757
HOMO (alpha / beta), eV: -12.478 / -12.473
Frontier orbital gap (alpha / beta), eV: 8.8 / 4.9

```
! RIJCOSX wB97M-V def2-TZVPD def2/J DEFGRID3
* xyz 1 2
Li 9.28595 21.48397 21.85277
N 7.65521 18.75749 22.09966
O 8.37092 18.39671 23.03960
O 6.71264 17.98674 21.88410
O 7.87587 19.67144 21.30314
C 6.52830 24.41754 23.64368
C 7.52918 23.29384 23.62196
C 7.39721 22.15522 24.65785
O 6.12246 21.62280 24.70025
C 5.89388 20.59345 25.70680
N 7.51193 22.71331 22.29631
H 5.51896 24.01292 23.71858
H 6.67328 24.95198 22.70482
H 6.72802 25.17253 24.40407
H 8.54288 23.67607 23.74197
H 7.48862 22.66424 25.61735
H 8.23404 21.46068 24.58413
H 4.85494 20.26571 25.67085
H 6.06651 20.96376 26.71733
H 6.54838 19.73529 25.55419
H 7.48236 23.43810 21.59353
H 6.60635 22.31241 22.09805
C 11.66268 19.41388 21.21790
C 11.85333 19.58291 22.77632
C 13.08840 20.44309 23.12438
O 14.27352 19.89072 22.65907
C 14.66845 18.72566 23.36910
N 10.51653 20.09106 23.17504
H 11.34953 20.32359 20.70558
H 10.90559 18.65585 21.01710
H 12.64260 19.23340 20.77597
H 11.94772 18.58777 23.21094
H 13.14036 20.65205 24.19290
H 12.98833 21.44906 22.71683
H 14.86982 19.06147 24.38635
H 15.58123 18.28003 22.97370
H 13.96906 17.90179 23.22697
H 9.86526 19.36161 23.42769
H 10.58262 20.44263 24.11957
C 10.56692 23.95138 18.62971
C 10.61431 23.10637 19.91431
C 10.76314 23.85670 21.28468
O 10.83529 22.92828 22.44960
C 11.29914 23.48462 23.62184
N 9.36327 22.37560 19.94944
H 11.45554 24.57904 18.56258
H 9.70849 24.59578 18.81929
H 10.29655 23.34465 17.76549
H 11.44902 22.41027 19.99680
H 9.97459 24.60385 21.37438
H 11.73181 24.35520 21.24920
H 12.20146 24.07524 23.46344
H 11.61594 22.78932 24.39921
H 10.56966 24.16968 24.05385
H 9.24776 21.99286 19.02194
H 8.60030 23.03644 19.91390
*
```